Molecular formula: C5H11NS2
Method: DFT, ωB97M-V/def2-TZVPD

Last columns: bonded neighbours and bond lengths (Å).
Positions of all 19 atoms, in Å:
1 C -2.71 0.17 0.66  S2 1.793, H9 1.103, H10 1.118, H11 1.112
2 S -1.71 -0.64 -0.58  C1 1.793, C3 1.731
3 C -0.18 -0.57 0.23  S2 1.731, C4 1.543, C7 1.562, H12 1.118
4 C 0.62 -1.88 0.22  C3 1.543, N5 1.470, H13 1.106, H14 1.113
5 N 2.03 -1.50 0.08  C4 1.470, C6 1.470, H15 1.000
6 C 2.11 -0.04 0.23  N5 1.470, C7 1.470, H16 1.086, H17 1.106
7 C 0.85 0.46 -0.33  C3 1.562, C6 1.470, S8 1.774, H18 1.033
8 S 0.53 2.17 0.03  C7 1.774, H19 1.357
9 H -3.72 0.36 0.25  C1 1.103
10 H -2.83 -0.49 1.55  C1 1.118
11 H -2.17 1.08 0.99  C1 1.112
12 H -0.29 -0.27 1.31  C3 1.118
13 H 0.60 -2.38 1.20  C4 1.106
14 H 0.38 -2.61 -0.59  C4 1.113
15 H 2.38 -1.70 -0.84  N5 1.000
16 H 2.99 0.31 -0.31  C6 1.086
17 H 2.45 0.29 1.23  C6 1.106
18 H 0.96 0.29 -1.34  C7 1.033
19 H -0.21 2.36 -1.09  S8 1.357

## Properties
HOMO energy: -8.334 eV
SMILES: CS[C@H]1CNC[C@@H]1S
energy above the lowest of the compared OMol25 structures with the same formula, charge and spin: 0.835 eV
total charge: 0
energy: -1048.2073 a.u.
2S+1: 1
gap between HOMO and LUMO: 0.3340 Ha

These are the natural (NBO) partial charges, in e, on atoms 1 to 4: C -0.754; S 0.240; C -0.420; C -0.235